## i
C20H23NO3 | wB97M-V/def2-TZVPD

## Properties
Net charge: 0
LUMO energy, eV: 0.3594

Last column: Löwdin charge in e.
Element x y z (Å)
C: 4.412 -1.894 0.108  -0.081
C: 3.284 -2.916 0.079  -0.238
O: 2.501 -2.853 1.271  -0.057
C: 1.424 -2.012 1.286  -0.148
C: 0.422 -2.245 2.308  -0.023
C: -0.810 -1.672 2.385  -0.060
C: -1.188 -0.659 1.484  -0.152
C: -0.153 -0.230 0.585  -0.025
C: 1.079 -0.915 0.346  -0.081
O: 1.689 -0.337 -0.735  -0.002
C: 0.795 0.675 -1.335  -0.124
C: 0.261 0.120 -2.577  -0.179
O: 1.051 0.000 -3.734  -0.106
C: 1.584 -1.255 -3.966  -0.124
C: -1.130 0.130 -2.918  0.051
C: -2.063 0.607 -1.899  -0.010
C: -1.683 0.988 -0.593  -0.115
C: -2.614 1.128 0.634  -0.179
C: -2.594 -0.235 1.338  -0.088
N: -2.258 2.272 1.616  -0.139
C: -3.343 3.186 1.988  -0.083
C: -0.798 2.528 1.748  -0.159
C: -0.002 2.418 0.459  -0.062
C: -0.256 1.024 -0.238  -0.275
H: 4.938 -1.837 1.053  0.072
H: 3.977 -0.881 -0.041  0.068
H: 5.109 -2.122 -0.757  0.098
H: 3.829 -3.817 -0.124  0.103
H: 2.599 -2.699 -0.829  0.140
H: 0.678 -3.118 2.985  0.135
H: -1.496 -2.073 3.157  0.124
H: 1.273 1.600 -1.618  0.163
H: 1.120 -2.069 -3.346  0.103
H: 1.384 -1.585 -4.998  0.094
H: 2.597 -1.396 -3.683  0.067
H: -1.554 -0.255 -3.813  0.102
H: -3.167 0.681 -2.129  0.116
H: -3.628 1.246 0.122  0.155
H: -3.149 -0.945 0.890  0.090
H: -2.894 -0.153 2.398  0.135
H: -4.325 2.779 1.984  0.061
H: -3.356 3.875 1.153  0.071
H: -3.270 3.754 2.933  0.087
H: -0.335 1.890 2.454  0.101
H: -0.675 3.466 2.208  0.101
H: -0.321 3.119 -0.345  0.136
H: 1.053 2.684 0.705  0.136

## ii
C20H23NO3 | wB97M-V/def2-TZVPD

## Properties
Net charge: 0
LUMO energy, eV: 0.5763

Last column: Löwdin charge in e.
Element x y z (Å)
C: 0.355 3.807 6.296  -0.020
C: -0.285 3.908 4.930  -0.412
O: -1.067 4.796 4.666  0.077
C: 0.085 2.881 3.932  -0.169
C: 0.957 1.827 4.192  -0.023
C: 1.261 0.895 3.218  -0.008
C: 0.696 0.997 1.948  -0.256
O: 0.918 0.142 0.926  -0.041
C: 1.812 -0.941 1.100  -0.200
C: 1.882 -1.697 -0.222  -0.155
C: 0.543 -2.335 -0.576  -0.100
C: 0.526 -2.804 -2.022  -0.498
O: 1.471 -2.702 -2.772  0.070
N: -0.651 -3.374 -2.393  0.051
C: -0.995 -3.517 -3.790  -0.169
C: -1.952 -2.396 -4.237  -0.128
C: -1.455 -1.078 -3.709  -0.251
C: -2.042 -0.501 -2.591  -0.058
C: -1.524 0.656 -2.036  -0.092
C: -0.404 1.248 -2.592  -0.089
C: 0.182 0.687 -3.715  -0.072
C: -0.341 -0.467 -4.270  -0.041
C: -0.179 2.056 1.679  0.013
C: -0.476 2.975 2.653  -0.003
H: 0.088 2.863 6.765  0.085
H: 0.003 4.627 6.915  0.083
H: 1.438 3.861 6.208  0.086
H: 1.413 1.718 5.164  0.108
H: 1.941 0.092 3.456  0.104
H: 1.452 -1.603 1.900  0.132
H: 2.808 -0.567 1.372  0.132
H: 2.151 -0.999 -1.015  0.122
H: 2.659 -2.459 -0.164  0.125
H: 0.324 -3.177 0.085  0.128
H: -0.246 -1.587 -0.459  0.112
H: -1.424 -3.328 -1.747  0.140
H: -1.446 -4.498 -3.963  0.117
H: -0.053 -3.453 -4.339  0.117
H: -2.000 -2.386 -5.327  0.117
H: -2.954 -2.596 -3.850  0.110
H: -2.915 -0.961 -2.147  0.111
H: -1.995 1.089 -1.165  0.097
H: 0.012 2.143 -2.154  0.101
H: 1.054 1.145 -4.155  0.105
H: 0.128 -0.906 -5.138  0.120
H: -0.603 2.125 0.690  0.104
H: -1.150 3.794 2.453  0.120

ii (6.104 eV below the next structure)

## i
C2H5NSi | wB97M-V/def2-TZVPD

## Properties
Net charge: 0
LUMO energy, eV: 0.3683

Last column: Löwdin charge in e.
Element x y z (Å)
C: 0.704 0.892 -2.400  -0.033
C: 1.537 0.055 -2.463  -0.037
N: -1.452 -0.522 2.124  -0.298
Si: 0.237 -0.969 1.998  0.506
H: -0.126 1.573 -2.158  0.037
H: -2.170 -1.292 2.255  0.020
H: -1.768 0.433 1.973  -0.008
H: 2.382 -0.518 -2.864  0.036
H: 0.656 0.346 1.535  -0.223

## ii
C2H5NSi | wB97M-V/def2-TZVPD

## Properties
Net charge: 0
LUMO energy (alpha / beta), eV: -2.3836 / -3.1394

Last column: Löwdin charge in e.
Element x y z (Å)
C: 2.239 -0.241 -0.033  -0.247
C: -0.440 -1.036 0.006  -0.058
N: 3.253 0.265 0.184  -0.080
Si: -0.891 0.790 0.055  0.551
H: -0.590 -1.742 0.711  -0.021
H: -0.213 -1.374 -0.963  -0.018
H: -2.367 0.495 0.400  -0.067
H: -1.140 1.389 -1.450  -0.033
H: 0.149 1.454 1.090  -0.026

i (2.953 eV below the next structure)

## i
C2H3Br3ClP | wB97M-V/def2-TZVPD

## Properties
Net charge: 0
LUMO energy, eV: -0.0602

Last column: Löwdin charge in e.
Element x y z (Å)
C: 1.086 0.118 0.247  -0.273
C: -0.081 -0.451 -0.501  -1.574
P: -1.853 0.134 -0.185  0.090
Cl: 0.117 -0.190 -2.228  0.544
Br: -0.186 -2.434 -0.262  0.590
Br: -1.795 -0.153 2.028  0.223
Br: -1.721 2.326 -0.510  0.215
H: 1.913 -0.580 0.195  0.066
H: 1.092 0.166 1.324  0.055
H: 1.428 1.063 -0.108  0.062

## ii
C2H3Br3ClP | wB97M-V/def2-TZVPD

## Properties
Net charge: 0
LUMO energy, eV: -0.2029

Last column: Löwdin charge in e.
Element x y z (Å)
C: 1.088 -0.244 -0.065  -0.324
C: -0.014 0.708 0.396  -1.496
Cl: -0.105 0.592 2.389  0.348
Br: 0.103 2.468 -0.146  0.703
P: -1.802 -0.066 0.018  0.095
Br: -1.910 0.363 -2.200  0.168
Br: -1.479 -2.217 0.213  0.272
H: 1.008 -1.271 0.462  0.031
H: 2.180 0.161 0.140  0.112
H: 0.931 -0.495 -1.206  0.091

i (0.598 eV below the next structure)

## i
C2H2IN3 | wB97M-V/def2-TZVPD

## Properties
Net charge: 0
LUMO energy (alpha / beta), eV: -1.1753 / -2.7364

Last column: Löwdin charge in e.
Element x y z (Å)
C: -0.671 0.892 0.611  -0.130
C: -2.276 -0.103 -0.198  -0.267
N: -1.935 1.084 0.054  0.069
N: -1.483 -1.106 0.187  0.049
N: -0.485 -0.412 0.726  -0.017
I: -5.654 0.055 0.005  0.046
H: -0.152 1.591 1.233  0.115
H: 0.361 -0.793 1.023  0.134

## ii
C2H2IN3 | wB97M-V/def2-TZVPD

## Properties
Net charge: 0
LUMO energy (alpha / beta), eV: -1.7830 / -1.7835

Last column: Löwdin charge in e.
Element x y z (Å)
I: 1.368 -2.846 1.001  0.419
C: 0.444 -0.537 0.365  -0.509
N: 0.221 0.506 1.079  0.050
C: -0.462 1.325 0.265  -0.210
N: -0.608 0.829 -0.974  0.046
N: -0.057 -0.376 -0.887  -0.038
H: -0.766 2.258 0.678  0.100
H: -0.140 -1.159 -1.527  0.140

ii (2.001 eV below the next structure)

## i
C10H16 | wB97M-V/def2-TZVPD

## Properties
Net charge: +1
LUMO energy (alpha / beta), eV: -4.5774 / -8.3443
Expectation value of S²: 0.768
Spin multiplicity: 2

Last column: Mulliken spin population.
Element x y z (Å)
C: -0.138 -2.290 -0.666  -0.004
C: -1.510 -2.387 -1.464  0.000
C: 0.905 -1.831 -1.675  0.001
H: 0.080 -3.278 -0.277  0.000
H: -0.254 -1.717 0.273  -0.001
H: -2.416 -2.915 -0.957  0.000
H: -1.817 -1.374 -1.703  0.000
H: 1.240 -2.517 -2.382  0.000
H: 1.804 -1.531 -1.135  0.000
H: -1.428 -3.077 -2.285  0.000
H: 0.496 -0.956 -2.094  -0.001
C: -1.126 0.947 -0.640  0.032
C: 1.299 0.900 2.273  0.231
C: 0.366 0.371 1.414  -0.040
C: 1.572 2.271 2.384  0.159
C: -0.146 1.205 0.472  0.202
C: 0.855 3.099 1.638  0.031
C: 0.101 2.609 0.502  0.315
H: 1.750 0.108 2.840  0.004
H: -0.033 -0.700 1.457  0.009
H: 2.261 2.670 3.067  0.003
H: 0.820 4.152 2.017  0.002
H: -1.944 0.123 -0.602  -0.006
H: -0.454 0.892 -1.473  0.044
H: -0.415 3.370 -0.072  -0.003
H: -1.868 1.855 -0.912  0.022

## ii
C10H16 | wB97M-V/def2-TZVPD

## Properties
Net charge: +1
LUMO energy (alpha / beta), eV: -4.3135 / -8.3028
Expectation value of S²: 0.768
Spin multiplicity: 2

Last column: Mulliken spin population.
Element x y z (Å)
C: -0.738 -1.326 -2.741  0.001
C: -0.288 -2.763 -2.855  0.000
H: -1.369 -0.982 -3.574  0.000
H: -1.390 -1.126 -1.868  0.000
H: 0.071 -0.634 -2.665  0.000
H: 0.437 -3.062 -2.083  0.000
H: 0.150 -3.033 -3.812  0.000
H: -1.159 -3.420 -2.780  0.000
C: -1.216 0.652 0.534  0.034
C: -2.241 1.777 0.865  0.049
C: 0.169 0.730 1.062  0.211
C: 0.390 0.938 2.447  0.107
C: 1.215 0.591 0.155  0.077
C: 1.678 0.767 2.908  0.056
C: 2.504 0.480 0.632  0.058
C: 2.796 0.646 2.006  0.319
H: -1.809 -0.290 0.828  0.054
H: -1.243 0.573 -0.534  0.008
H: -3.173 1.509 0.336  0.001
H: -0.394 0.968 3.190  0.000
H: 0.939 0.385 -0.883  0.011
H: 2.032 1.035 3.948  0.006
H: 3.301 0.337 -0.079  0.005
H: 3.844 0.712 2.255  0.007
H: -2.019 2.799 0.700  -0.001
H: -2.486 1.737 2.009  -0.002

## iii
C10H16 | wB97M-V/def2-TZVPD

## Properties
Net charge: +1
LUMO energy (alpha / beta), eV: -4.1507 / -7.9507
Expectation value of S²: 0.767
Spin multiplicity: 2

Last column: Mulliken spin population.
Element x y z (Å)
C: -1.589 -0.372 2.506  0.043
C: -1.039 -1.635 3.216  0.030
C: -0.693 0.167 1.462  0.214
C: 0.738 0.037 1.567  0.139
C: -1.232 0.727 0.277  0.077
C: 1.592 0.604 0.679  0.024
C: -0.375 1.301 -0.620  0.094
C: 1.034 1.241 -0.451  0.287
H: -2.637 -0.398 2.218  0.006
H: -1.576 0.424 3.240  0.052
H: -0.199 -1.394 3.858  -0.001
H: 1.114 -0.455 2.455  0.001
H: -2.281 0.828 0.034  0.000
H: 2.664 0.604 0.811  0.008
H: -0.779 1.832 -1.471  0.003
H: 1.652 1.562 -1.272  0.009
H: -0.824 -2.385 2.462  -0.007
H: -1.858 -1.997 3.836  0.003
C: 1.137 -0.471 -4.467  0.003
C: 0.471 -0.599 -3.072  0.007
H: 1.932 -1.203 -4.585  0.000
H: 0.369 -0.697 -5.205  0.001
H: 1.552 0.510 -4.670  0.000
H: -0.076 0.327 -2.950  0.002
H: 1.176 -0.977 -2.329  0.002
H: -0.204 -1.455 -3.147  0.004

iii (0.424 eV below the next structure)

## i
C14H31Br3O11S3 | wB97M-V/def2-TZVPD

## Properties
Net charge: 0
LUMO energy, eV: -0.2945

Last column: Löwdin charge in e.
Element x y z (Å)
O: -2.218 -7.986 -4.690  0.133
C: -2.776 -8.492 -5.608  -0.472
O: -2.765 -9.842 -5.666  0.016
C: -3.108 -10.390 -6.930  -0.168
C: -3.765 -9.213 -7.668  -0.156
C: -3.487 -7.958 -6.881  -0.061
H: -3.673 -11.320 -6.861  0.118
H: -2.234 -10.863 -7.376  0.115
H: -4.806 -9.530 -7.609  0.110
H: -3.588 -9.176 -8.743  0.114
H: -4.345 -7.420 -6.477  0.126
H: -2.779 -7.295 -7.378  0.125
O: -2.755 -5.824 2.705  -0.306
S: -2.436 -5.061 3.885  0.680
O: -1.033 -4.929 4.265  -0.289
O: -3.212 -3.560 3.701  -0.288
C: -4.322 -3.499 2.798  -0.272
C: -4.856 -2.059 3.023  -0.062
C: -3.500 -5.732 5.231  -0.100
H: -5.092 -4.174 3.171  0.103
H: -4.169 -3.788 1.758  0.119
H: -4.245 -1.325 2.497  0.076
H: -4.806 -1.855 4.093  0.074
H: -5.908 -1.879 2.801  0.074
H: -3.655 -4.872 5.882  0.063
H: -3.104 -6.629 5.708  0.073
H: -4.455 -5.913 4.736  0.057
O: 1.436 -1.704 -0.295  -0.297
S: 2.618 -1.954 -1.135  0.703
O: 2.736 -1.884 -2.604  -0.300
O: 3.871 -1.037 -0.539  -0.271
C: 3.559 -0.292 0.599  -0.305
C: 2.851 1.075 0.296  -0.058
C: 3.394 -3.516 -0.638  -0.113
H: 4.500 -0.055 1.097  0.115
H: 3.072 -0.923 1.342  0.110
H: 1.826 0.930 -0.044  0.060
H: 3.194 1.377 -0.694  0.072
H: 2.862 1.961 0.932  0.074
H: 3.372 -3.581 0.450  0.072
H: 4.406 -3.603 -1.031  0.073
H: 2.738 -4.244 -1.115  0.067
O: -2.076 13.011 1.959  -0.282
S: -0.993 13.376 2.803  0.716
O: -1.275 13.849 4.211  -0.324
O: 0.216 12.138 2.825  -0.258
C: 0.070 11.055 1.966  -0.309
C: 0.242 11.269 0.438  -0.070
C: 0.052 14.652 2.027  -0.110
H: -0.976 10.755 2.031  0.103
H: 0.659 10.229 2.366  0.124
H: 1.209 11.731 0.239  0.071
H: -0.480 12.003 0.082  0.056
H: 0.061 10.422 -0.224  0.079
H: 0.921 14.724 2.680  0.072
H: -0.448 15.616 1.936  0.072
H: 0.177 14.306 1.000  0.058
C: 10.519 -0.132 0.438  -1.511
Br: 11.621 -1.361 -0.666  0.501
Br: 11.702 1.270 1.153  0.521
Br: 9.729 -1.225 1.890  0.507
H: 9.726 0.342 -0.141  -0.018

## ii
C14H31Br3O11S3 | wB97M-V/def2-TZVPD

## Properties
Net charge: 0
LUMO energy, eV: -0.3114

Last column: Löwdin charge in e.
Element x y z (Å)
O: 0.765 -3.608 -3.947  0.139
C: 1.322 -2.568 -3.875  -0.461
O: 1.817 -1.844 -4.908  0.022
C: 2.670 -0.797 -4.494  -0.175
C: 2.318 -0.457 -3.030  -0.156
C: 1.727 -1.782 -2.593  -0.079
H: 2.590 0.088 -5.126  0.122
H: 3.697 -1.140 -4.615  0.122
H: 1.576 0.342 -3.045  0.110
H: 3.127 0.034 -2.489  0.115
H: 0.848 -1.590 -1.978  0.119
H: 2.389 -2.238 -1.856  0.122
O: 5.943 2.550 4.855  -0.298
S: 6.062 3.075 3.505  0.721
O: 5.083 3.868 2.686  -0.328
O: 7.533 3.900 3.385  -0.289
C: 7.569 5.273 3.695  -0.287
C: 8.983 5.768 3.345  -0.063
C: 6.512 1.735 2.391  -0.110
H: 7.350 5.450 4.748  0.119
H: 6.830 5.846 3.136  0.110
H: 9.628 5.140 2.730  0.075
H: 9.579 5.793 4.257  0.070
H: 9.005 6.740 2.853  0.074
H: 6.765 0.842 2.964  0.071
H: 7.329 2.187 1.830  0.066
H: 5.645 1.602 1.744  0.067
O: 0.638 1.110 1.604  -0.326
S: -0.167 1.767 2.658  0.712
O: -0.452 3.201 2.434  -0.313
O: -1.606 0.914 2.793  -0.247
C: -2.693 1.579 3.311  -0.354
C: -3.892 1.627 2.347  -0.046
C: 0.597 1.440 4.351  -0.070
H: -2.519 2.581 3.703  0.108
H: -3.094 1.135 4.222  0.114
H: -4.181 2.676 2.292  0.076
H: -4.671 0.989 2.764  0.075
H: -3.600 1.315 1.344  0.080
H: -0.231 1.784 4.971  0.054
H: 1.385 2.188 4.442  0.067
H: 0.828 0.375 4.390  0.072
O: -8.004 -1.533 1.106  -0.327
S: -7.718 -1.452 -0.372  0.727
O: -7.884 -0.136 -1.090  -0.330
O: -6.270 -2.148 -0.704  -0.255
C: -5.882 -2.045 -2.059  -0.305
C: -4.537 -1.284 -2.287  -0.042
C: -8.872 -2.605 -1.197  -0.114
H: -6.643 -1.532 -2.646  0.095
H: -5.794 -3.049 -2.476  0.121
H: -4.002 -1.642 -3.166  0.077
H: -4.021 -1.456 -1.342  0.075
H: -4.701 -0.208 -2.347  0.075
H: -9.900 -2.318 -0.976  0.073
H: -8.721 -3.645 -0.906  0.074
H: -8.651 -2.468 -2.255  0.055
C: -1.836 -8.144 -6.296  -1.508
Br: -2.896 -7.673 -4.670  0.499
Br: -2.807 -8.537 -7.956  0.546
Br: -0.722 -9.707 -5.761  0.490
H: -1.146 -7.306 -6.395  -0.028

ii (0.060 eV below the next structure)

## i
H15O8 | wB97M-V/def2-TZVPD

## Properties
Net charge: -1
LUMO energy, eV: 3.7557

Last column: Löwdin charge in e.
Element x y z (Å)
O: 0.239 -0.128 -0.069  -0.042
H: -0.680 -0.460 -0.064  0.110
O: 0.080 -1.456 -1.480  -0.033
H: 0.057 -0.866 -0.727  -0.268
H: 0.639 -1.011 -2.117  -0.028
O: -0.459 1.320 1.224  -0.018
H: 0.080 1.210 2.008  0.057
H: -0.066 0.733 0.578  -0.179
O: 0.996 0.250 -1.820  -0.002
H: 0.522 0.074 -1.007  -0.249
H: 1.866 0.530 -1.534  0.087
O: 0.736 -1.240 1.560  -0.003
H: 0.313 -0.778 0.837  -0.176
H: 1.138 -0.548 2.086  0.022
O: -2.043 -0.589 0.833  0.000
H: -1.518 0.024 0.319  -0.075
H: -2.567 -1.059 0.184  0.077
O: -1.434 0.892 -0.808  0.014
H: -1.511 0.616 -1.721  0.107
H: -0.623 0.485 -0.502  -0.161
O: 1.746 0.825 0.616  -0.019
H: 1.091 0.359 0.097  -0.240
H: 1.396 0.817 1.507  0.020

## ii
H15O8 | wB97M-V/def2-TZVPD

## Properties
Net charge: -1
LUMO energy, eV: 3.4042

Last column: Löwdin charge in e.
Element x y z (Å)
O: -0.967 -2.069 0.724  -0.088
H: -0.495 -1.446 1.305  0.006
O: 0.834 -1.733 -1.537  -0.079
H: 0.498 -0.929 -1.968  0.014
H: 0.228 -1.860 -0.781  0.012
O: 0.937 -0.229 2.142  -0.090
H: 0.770 0.548 1.583  -0.017
H: 1.613 -0.690 1.606  0.034
O: -2.633 0.118 -0.234  -0.089
H: -1.638 -1.491 0.298  0.019
H: -2.234 0.816 0.322  -0.007
O: -1.383 1.818 1.524  -0.100
H: -0.611 1.970 0.913  0.004
H: -1.154 0.982 1.949  0.024
O: -0.589 0.698 -2.177  -0.121
H: -0.493 1.433 -2.783  0.037
H: -2.224 0.297 -1.091  0.007
O: 0.777 1.550 -0.089  -0.388
H: 1.150 2.411 -0.316  -0.032
H: -0.084 1.026 -1.361  -0.007
O: 2.935 -0.486 -0.264  -0.109
H: 2.557 0.410 -0.220  -0.001
H: 2.164 -0.948 -0.630  -0.030

ii (25.748 eV below the next structure)